(1)
ORCA calculation (wB97M-V/def2-TZVPD) on C3H11N6 as an isolated structure at a distorted geometry.

```
! wB97M-V def2-TZVPD RIJCOSX def2/J DEFGRID3
* xyz 1 3
C 1.6873 -0.7257 0.0103
C -1.0778 -0.7555 0.4857
C -1.9123 1.3606 -0.4912
N 0.6601 0.0785 0.1940
N 2.8743 -0.0145 0.0247
N 1.9403 -2.0529 -0.2322
N -3.3827 -0.1656 0.4865
N -2.0943 0.0328 0.2091
N 2.8689 1.3068 0.3872
H -1.2758 -1.5882 1.1486
H -2.3668 2.2806 -0.0309
H -0.8448 1.6736 -0.6206
H -2.3263 1.4026 -1.5308
H 3.7249 -0.3118 -0.4629
H 1.1913 -2.6932 -0.5194
H 2.8958 -2.1969 -0.6088
H -3.6941 -1.0254 0.7588
H -4.1535 0.2009 -0.1656
H 2.6865 1.9054 -0.3769
H 2.5989 1.2879 1.3343
*
```

Calculated values
- Calculated total energy: -12215.2939 eV
- ΔE to the lowest compared entry with this formula, charge and spin: 43.5 kcal per mole
- Lowest unoccupied orbital energy (spin up / spin down): -2.83 / -6.24 eV
- Frontier orbital gap (spin up / spin down): 7.04 / 6.64 eV

Atom charges from the natural (NBO) analysis, given in e for atoms 1 to 4: atom 1 (C): 0.497, atom 2 (C): 0.066, atom 3 (C): -0.464, atom 4 (N): -0.322



(2)
ORCA calculation (wB97M-V/def2-TZVPD) on C40H54BClIN9OSTi as an isolated structure.

```
! wB97M-V def2-TZVPD RIJCOSX def2/J DEFGRID3
* xyz 2 1
Ti -0.4827 -0.3535 -0.8147
C 0.6718 -1.5485 -3.7738
C 2.0125 -1.9921 -3.1997
C 2.0413 -3.5021 -2.9452
C 2.4031 -1.2020 -1.9847
C 3.6777 -1.0628 -1.4595
C 3.5658 -0.2298 -0.3504
C 4.6746 0.2149 0.5558
C 5.7173 1.0069 -0.2404
C 5.3161 -1.0047 1.2264
N 2.2703 0.1024 -0.2222
N 1.5483 -0.4894 -1.2318
B 1.5898 1.1500 0.7101
N 0.5935 0.4350 1.6669
N -0.4888 -0.2405 1.1623
C -1.1948 -0.7529 2.1997
C -0.5603 -0.3831 3.3682
C 0.5635 0.3623 3.0022
C 1.6349 0.9050 3.8980
C 1.0818 1.2541 5.2778
C 2.7658 -0.1287 3.9952
C -2.4100 -1.6109 2.0218
C -2.0746 -3.0746 2.3362
C -3.5479 -1.1344 2.9274
N 0.8286 2.1303 -0.1988
N -0.0960 1.6505 -1.0999
C -0.4678 2.6813 -1.8860
C 0.1979 3.8208 -1.4630
C 1.0066 3.4472 -0.4021
C 1.8891 4.3748 0.3826
C 1.4779 4.4517 1.8551
C 3.3838 4.0959 0.2044
C -1.3990 2.6077 -3.0598
C -1.9615 1.2172 -3.3039
C -2.5184 3.6448 -2.9201
H 0.4616 -2.0767 -4.7028
H 0.6627 -0.4763 -3.9743
H -0.1499 -1.7981 -3.0936
H 2.7899 -1.7804 -3.9396
H 1.2226 -3.8189 -2.2936
H 2.9848 -3.8064 -2.4926
H 1.9351 -4.0327 -3.8908
H 4.5814 -1.4985 -1.8495
H 4.2591 0.8599 1.3311
H 6.1744 0.3787 -1.0054
H 6.5077 1.3541 0.4238
H 5.2756 1.8731 -0.7319
H 5.7851 -1.6515 0.4841
H 4.5832 -1.5973 1.7763
H 6.0874 -0.6821 1.9245
H 2.4037 1.7082 1.3566
H -0.8701 -0.6205 4.3703
H 2.0390 1.8116 3.4459
H 0.7320 0.3625 5.7992
H 0.2566 1.9626 5.2093
H 1.8668 1.7011 5.8855
H 2.4030 -1.0483 4.4566
H 3.5785 0.2612 4.6066
H 3.1623 -0.3735 3.0079
H -2.7319 -1.5181 0.9801
H -1.8700 -3.1929 3.4009
H -1.2016 -3.4286 1.7890
H -2.9230 -3.7115 2.0857
H -3.2657 -1.2254 3.9770
H -4.4305 -1.7530 2.7667
H -3.8060 -0.0966 2.7249
H 0.1178 4.8097 -1.8801
H 1.6977 5.3556 -0.0587
H 1.7108 3.5273 2.3839
H 0.4093 4.6434 1.9548
H 2.0160 5.2617 2.3460
H 3.6883 3.1666 0.6839
H 3.9568 4.9052 0.6556
H 3.6485 4.0466 -0.8523
H -0.7903 2.8952 -3.9237
H -2.6442 0.9184 -2.5059
H -1.1619 0.4764 -3.4192
H -2.5328 1.2029 -4.2324
H -3.1209 3.4307 -2.0391
H -3.1603 3.6184 -3.8001
H -2.1228 4.6544 -2.8207
Cl -2.3161 -7.0659 -1.1973
C -2.2156 -5.3541 -1.3223
C -3.2016 -4.6510 -1.9526
C -3.1565 -3.2379 -2.0730
I -4.6350 -2.2231 -3.1003
C -2.0943 -2.5665 -1.5375
O -1.8899 -1.2307 -1.5135
C -1.0694 -3.2885 -0.8969
N -0.0715 -2.5009 -0.4267
C 0.9413 -3.0793 0.1986
C 1.0072 -4.4619 0.3866
C -0.0002 -5.2675 -0.0945
C -1.0884 -4.6834 -0.7648
H -4.0388 -5.1862 -2.3787
H 1.7341 -2.4316 0.5565
H 1.8552 -4.8861 0.9043
H 0.0383 -6.3401 0.0407
S -2.9329 1.4365 0.3392
C -4.4535 1.6667 -0.3296
N -5.3314 2.5002 0.3214
C -6.5746 2.7663 -0.1271
C -6.9977 2.1915 -1.2822
C -6.0718 1.3525 -1.9283
N -4.8634 1.1002 -1.4844
H -4.9990 2.9189 1.1796
H -7.1734 3.4389 0.4706
H -7.9833 2.3710 -1.6796
H -6.3441 0.8707 -2.8616
*
```

Calculated values
- Calculated total energy: -113059.3438 eV
- ΔE to the lowest compared entry with this formula, charge and spin: 22.3 kcal per mole
- Lowest unoccupied orbital energy: -6.63 eV
- Frontier orbital gap: 6.46 eV

Atom charges from the Mulliken analysis, given in e for atoms 1 to 4: atom 1 (Ti): -0.289, atom 2 (C): -1.735, atom 3 (C): 0.429, atom 4 (C): -1.452



Which of these has the lowest ΔE to the lowest compared entry with this formula, charge and spin? C40H54BClIN9OSTi



Look up the calculated total energy of the first one. -12215.2939 eV



Please write out number 1 again, unchanged.
ORCA calculation (wB97M-V/def2-TZVPD) on C3H11N6 as an isolated structure at a distorted geometry.

```
! wB97M-V def2-TZVPD RIJCOSX def2/J DEFGRID3
* xyz 1 3
C 1.6873 -0.7257 0.0103
C -1.0778 -0.7555 0.4857
C -1.9123 1.3606 -0.4912
N 0.6601 0.0785 0.1940
N 2.8743 -0.0145 0.0247
N 1.9403 -2.0529 -0.2322
N -3.3827 -0.1656 0.4865
N -2.0943 0.0328 0.2091
N 2.8689 1.3068 0.3872
H -1.2758 -1.5882 1.1486
H -2.3668 2.2806 -0.0309
H -0.8448 1.6736 -0.6206
H -2.3263 1.4026 -1.5308
H 3.7249 -0.3118 -0.4629
H 1.1913 -2.6932 -0.5194
H 2.8958 -2.1969 -0.6088
H -3.6941 -1.0254 0.7588
H -4.1535 0.2009 -0.1656
H 2.6865 1.9054 -0.3769
H 2.5989 1.2879 1.3343
*
```

Calculated values
- Calculated total energy: -12215.2939 eV
- ΔE to the lowest compared entry with this formula, charge and spin: 43.5 kcal per mole
- Lowest unoccupied orbital energy (spin up / spin down): -2.83 / -6.24 eV
- Frontier orbital gap (spin up / spin down): 7.04 / 6.64 eV

Atom charges from the natural (NBO) analysis, given in e for atoms 1 to 4: atom 1 (C): 0.497, atom 2 (C): 0.066, atom 3 (C): -0.464, atom 4 (N): -0.322



Among the records above, which one has the highest calculated total energy? C3H11N6